(1)
The following is a DFT calculation (wB97M-V/def2-TZVPD) of a 2-piece molecular cluster, C10H16O overall at a distorted geometry.

Computed properties:
SMILES string	CCc1ccccc1.CCO
electronic energy	-12674.9789	eV
relative energy (zero: lowest compared OMol25 entry of this formula, charge and spin)	2.746	eV
HOMO level	-9.02	eV

Each line ends with the Mulliken charge.
Element x y z (Å)
C1 0.02921 -2.77851 -0.93373  -1.18
C2 0.48186 -1.51766 -1.78755  -0.74
C3 -0.06664 -0.15264 -1.29300  0.97
C4 -1.39046 -0.26049 -0.88799  -0.38
C5 -2.11313 0.89417 -0.47949  -0.91
C6 -1.58716 2.16699 -0.75124  -0.34
C7 -0.30766 2.29753 -1.33220  -0.45
C8 0.38480 1.15546 -1.62919  -0.48
H1 -0.42267 -3.38753 -1.73602  0.30
H2 -0.78529 -2.62333 -0.23939  0.38
H3 0.84138 -3.18673 -0.32342  0.33
H4 1.58580 -1.41735 -1.69745  0.36
H5 0.18939 -1.60432 -2.83744  0.36
H6 -1.90406 -1.20072 -0.71697  0.31
H7 -3.15784 1.05318 -0.32830  0.40
H8 -2.14826 3.06690 -0.68461  0.45
H9 -0.04139 3.23635 -1.89721  0.32
H10 1.34226 1.19993 -2.19291  0.28
C9 0.22907 -0.05541 2.42262  -0.92
C10 1.32349 1.00963 2.40351  -0.22
O1 2.52368 0.27955 2.08594  -0.53
H11 -0.69273 0.51539 2.48841  0.26
H12 0.38149 -0.89040 3.09568  0.49
H13 0.08859 -0.62175 1.47975  0.20
H14 1.17684 1.70443 1.57473  0.18
H15 1.56504 1.52299 3.36280  0.27
H16 2.47438 -0.40566 2.83464  0.30


(2)
The following is a DFT calculation (wB97M-V/def2-TZVPD) of a 2-piece molecular cluster, C10H16O overall at a distorted geometry.

Computed properties:
SMILES string	Cc1ccc(O)cc1.CCC
electronic energy	-12676.5245	eV
relative energy (zero: lowest compared OMol25 entry of this formula, charge and spin)	1.200	eV
HOMO level	-8.42	eV

Each line ends with the Mulliken charge.
Element x y z (Å)
C1 1.30390 -2.44969 -1.53507  -1.41
C2 0.77891 -2.03764 -0.19380  0.41
C3 1.10812 -0.78186 0.30000  -0.50
C4 0.61519 -0.28842 1.49744  -0.46
C5 -0.24755 -1.09476 2.24346  0.69
O1 -1.16446 -0.50612 3.09534  -0.54
C6 -0.46884 -2.40550 1.84667  -0.59
C7 0.01478 -2.86525 0.63460  -0.39
H1 1.11155 -1.69326 -2.29280  0.29
H2 0.83674 -3.35437 -1.93909  0.37
H3 2.35267 -2.74546 -1.48631  0.31
H4 1.68719 -0.12138 -0.34314  0.45
H5 0.77093 0.72454 1.85389  0.26
H6 -0.73791 0.23787 3.53080  0.31
H7 -1.01962 -3.08657 2.45367  0.40
H8 -0.07963 -3.90888 0.38227  0.37
C8 0.05728 3.04039 -0.08305  -1.27
C9 -1.15087 2.27560 -0.61588  -0.07
C10 -0.97632 1.74715 -2.03871  -0.92
H9 0.07577 4.06491 -0.47286  0.40
H10 0.09326 3.15008 0.99885  0.31
H11 1.06461 2.66583 -0.29780  0.29
H12 -1.40824 1.51414 0.12735  0.23
H13 -1.95976 3.01589 -0.60469  0.29
H14 -0.11721 1.06712 -2.04554  0.10
H15 -1.88736 1.24953 -2.35988  0.32
H16 -0.65313 2.58612 -2.65571  0.34


(3)
The following is a DFT calculation (wB97M-V/def2-TZVPD) of a 2-piece molecular cluster, C10H16O overall at a distorted geometry.

Computed properties:
SMILES string	Cc1ccc(O)cc1.CCC
electronic energy	-12676.0141	eV
relative energy (zero: lowest compared OMol25 entry of this formula, charge and spin)	1.711	eV
HOMO level	-8.63	eV

Each line ends with the Mulliken charge.
Element x y z (Å)
C1 0.66031 -2.32199 0.87973  -1.32
C2 0.00866 -1.49436 -0.24317  0.46
C3 0.79357 -0.68970 -0.99281  -0.26
C4 0.24455 0.21360 -1.95913  -0.82
C5 -1.09265 0.11934 -2.18563  0.73
O1 -1.69700 0.87941 -3.16841  -0.56
C6 -1.94896 -0.72541 -1.44259  -0.57
C7 -1.41461 -1.44616 -0.40883  -0.46
H1 0.07645 -3.20223 1.10845  0.45
H2 0.92887 -1.77598 1.81583  0.18
H3 1.47291 -2.82009 0.32834  0.36
H4 1.86261 -0.57592 -0.93457  0.39
H5 0.88122 0.98093 -2.34464  0.34
H6 -1.33864 1.76839 -3.10263  0.31
H7 -3.01045 -0.62777 -1.59099  0.40
H8 -1.94911 -2.19963 0.17728  0.36
C8 2.31971 0.85664 2.61940  -0.71
C9 1.28452 1.86757 3.11868  -0.31
C10 0.02630 1.89239 2.25224  -0.97
H9 2.34630 0.11060 3.41464  0.23
H10 3.31667 1.35464 2.48055  0.31
H11 2.25065 0.42841 1.62113  0.05
H12 1.04277 1.81807 4.19038  0.37
H13 1.71945 2.87430 3.09630  0.23
H14 -0.78511 2.40475 2.75804  0.36
H15 0.21834 2.34330 1.28001  0.27
H16 -0.38398 0.87781 2.06548  0.18


(4)
The following is a DFT calculation (wB97M-V/def2-TZVPD) of a 2-piece molecular cluster, C10H16O overall at a distorted geometry.

Computed properties:
SMILES string	Cc1ccc(O)cc1.CCC
electronic energy	-12675.4642	eV
relative energy (zero: lowest compared OMol25 entry of this formula, charge and spin)	2.261	eV
HOMO level	-8.32	eV

Each line ends with the Mulliken charge.
Element x y z (Å)
C1 -2.28314 2.48110 1.20037  -1.43
C2 -1.09555 1.71192 1.61906  0.43
C3 -0.69370 0.59291 0.84846  -0.16
C4 0.39523 -0.16310 1.24553  -0.06
C5 1.04890 0.12240 2.47444  0.80
O1 1.87978 -0.91475 2.85448  -0.54
C6 0.81566 1.31206 3.16895  -0.82
C7 -0.28549 2.06723 2.69506  -0.36
H1 -2.60270 3.32160 1.86297  0.35
H2 -3.14888 1.89905 1.03472  0.36
H3 -2.06260 3.07899 0.23443  0.26
H4 -1.35551 0.36604 -0.06412  0.27
H5 0.57685 -1.08254 0.48812  0.05
H6 2.62958 -0.66216 3.50116  0.33
H7 1.41370 1.78907 3.95051  0.31
H8 -0.60272 3.03998 3.23296  0.18
C8 -0.46338 -1.24472 -3.48644  -1.27
C9 0.31948 -1.46768 -2.09107  -0.05
C10 1.55000 -2.32032 -2.46287  -1.09
H9 -0.30153 -2.04634 -4.19913  0.37
H10 -0.15790 -0.33086 -3.99578  0.29
H11 -1.57059 -1.31952 -3.34360  0.33
H12 0.62446 -0.57012 -1.62701  0.24
H13 -0.28659 -2.03315 -1.43395  0.34
H14 1.64214 -3.22937 -1.83684  0.26
H15 1.54958 -2.67013 -3.52074  0.35
H16 2.46492 -1.72758 -2.34967  0.26


(5)
The following is a DFT calculation (wB97M-V/def2-TZVPD) of a 2-piece molecular cluster, C10H16O overall at a distorted geometry.

Computed properties:
SMILES string	Cc1ccc(O)cc1.CCC
electronic energy	-12675.7725	eV
relative energy (zero: lowest compared OMol25 entry of this formula, charge and spin)	1.952	eV
HOMO level	-8.59	eV

Each line ends with the Mulliken charge.
Element x y z (Å)
C1 -1.21909 0.34796 -3.14149  -1.41
C2 -1.20344 -0.12522 -1.69171  0.21
C3 -1.30663 -1.51990 -1.40221  -0.50
C4 -1.14875 -1.96694 -0.10893  -0.71
C5 -0.87812 -1.05507 0.91634  0.58
O1 -0.66321 -1.46602 2.20808  -0.58
C6 -0.93728 0.31070 0.70194  -0.88
C7 -1.03688 0.71373 -0.63263  0.00
H1 -0.60862 -0.34341 -3.72727  0.38
H2 -0.86187 1.37214 -3.22050  0.35
H3 -2.25556 0.33045 -3.49260  0.32
H4 -1.37207 -2.14739 -2.28871  0.36
H5 -1.23430 -3.02934 0.09519  0.41
H6 0.06396 -2.06195 2.33129  0.33
H7 -0.76668 1.04334 1.46278  0.70
H8 -1.35768 1.74761 -0.72807  0.36
C8 1.58480 2.28691 1.43395  -0.85
C9 2.64989 1.60899 0.55804  -0.33
C10 2.67311 0.06456 0.72722  -0.65
H9 0.89478 1.65961 2.00532  0.13
H10 2.08704 2.79441 2.25141  0.42
H11 0.98447 3.00198 0.86603  0.23
H12 3.62164 1.95373 0.94130  0.26
H13 2.60808 1.89201 -0.48060  0.34
H14 1.62436 -0.27164 0.66810  -0.14
H15 3.28176 -0.24070 1.55542  0.37
H16 2.81055 -0.42219 -0.24609  0.31


(6)
The following is a DFT calculation (wB97M-V/def2-TZVPD) of a 2-piece molecular cluster, C10H16O overall at a distorted geometry.

Computed properties:
SMILES string	Cc1ccc(O)cc1.CCC
electronic energy	-12675.3493	eV
relative energy (zero: lowest compared OMol25 entry of this formula, charge and spin)	2.376	eV
HOMO level	-8.60	eV

Each line ends with the Mulliken charge.
Element x y z (Å)
C1 -1.75811 -0.14842 3.22091  -1.41
C2 -0.36533 0.25893 2.68154  0.61
C3 -0.02357 0.00321 1.31815  -0.23
C4 1.22331 0.30384 0.80678  -0.09
C5 2.15743 1.03471 1.50018  0.24
O1 3.47622 1.33973 1.08569  -0.53
C6 1.89232 1.26271 2.87351  -0.66
C7 0.56960 0.95367 3.42193  -0.43
H1 -2.57630 0.23113 2.52177  0.29
H2 -1.87849 0.28884 4.15818  0.38
H3 -2.01615 -1.15362 3.20143  0.35
H4 -0.70836 -0.46458 0.56277  0.19
H5 1.45124 -0.00114 -0.22488  0.15
H6 3.44253 1.54953 0.15571  0.32
H7 2.50282 1.84077 3.39917  0.49
H8 0.48337 1.28670 4.45794  0.28
C8 0.53394 -1.34872 -3.27988  -1.21
C9 -0.68089 -0.66046 -2.67516  0.20
C10 -1.94597 -0.32301 -3.49034  -1.23
H9 1.33788 -1.45310 -2.67517  0.39
H10 0.15112 -2.35223 -3.48435  0.31
H11 0.90251 -0.92910 -4.26748  0.28
H12 -0.87156 -1.25694 -1.74258  0.14
H13 -0.45424 0.44390 -2.23781  0.18
H14 -2.53251 -1.15440 -3.81688  0.36
H15 -2.66231 0.42319 -3.00092  0.29
H16 -1.65050 0.02487 -4.47021  0.33


Question: Which value of electronic energy does entry 4 give?
Answer: -12675.4642 eV


Question: Among the records above, which one has the lowest electronic energy?
Answer: number 2


Question: relative energy (zero: lowest compared OMol25 entry of this formula, charge and spin) of number 3 (C10H16O)?
Answer: 1.711 eV